[1]
Here is a 2-piece molecular cluster, C4H12NO3 overall from the Open Molecules 2025 dataset. Energies are from ωB97M-V/def2-TZVPD.

Calculated values
ΔE to the lowest compared entry with this formula, charge and spin: 58.19 kJ/mol
2S+1: 1
Total charge: -1
Molar mass: 122.1 g/mol
HOMO level: -3.64 eV

Element x y z (Å)
O  2.0496  0.1323  1.4886
O  -1.8240  -0.4897  -2.8325
O  -0.8832  1.7488  -2.0590
N  0.4900  0.4529  -0.5510
C  0.0938  -1.3344  1.1369
C  0.0770  1.7923  -1.1298
C  1.1233  -0.7204  2.0982
C  -0.5213  -0.1998  0.2767
H  -0.2658  2.3258  -0.2309
H  0.7026  -0.1491  -1.3474
H  1.6689  -1.5763  2.5208
H  -1.4713  0.3661  -2.4198
H  1.5847  0.4128  0.6020
H  -0.7301  0.5045  1.1058
H  0.4648  -2.1490  0.5155
H  -1.4809  -0.4103  -0.1895
H  0.5809  -0.1922  2.8857
H  -0.7661  -1.6654  1.7310
H  1.0183  2.1784  -1.5694
H  -1.9110  -1.0271  -2.0319

[2]
Here is C13H15BNO7Sc as an isolated structure from the Open Molecules 2025 dataset. Energies are from ωB97M-V/def2-TZVPD.

Calculated values
2S+1: 1
Molar mass: 353.0 g/mol
HOMO level: -8.12 eV

Element x y z (Å)
Sc  -0.2154  -1.6346  -1.5625
O  1.6040  -2.1622  -0.8432
O  -3.9210  -2.6808  -0.0221
O  -0.9399  -3.9239  4.2124
O  2.9552  -2.8302  0.8309
O  -0.4507  0.5809  -1.3375
O  1.2212  1.4132  -2.6845
O  -2.1930  -2.0310  -1.3146
N  -0.4803  -2.5245  0.4417
C  -0.2004  1.9683  -0.8850
C  0.5898  -2.8097  1.1715
C  -0.2591  2.0129  0.6267
C  1.8683  -2.5984  0.3669
C  -1.3163  2.7974  -1.4998
C  -1.7116  -2.7334  0.8769
C  1.3866  3.7044  -1.9211
C  -1.9460  -3.2080  2.1510
C  1.1938  2.2605  -1.4994
C  -0.8285  -3.4653  2.9518
C  0.4691  -3.2818  2.4581
C  2.3500  1.8064  -0.6173
C  -2.7503  -2.4651  -0.2105
B  0.4029  0.3554  -2.4688
H  -1.8681  -4.0320  4.4484
H  0.6902  3.9913  -2.7055
H  3.2629  1.8452  -1.2102
H  2.4736  2.4540  0.2513
H  0.0559  2.9962  0.9830
H  0.3952  1.2676  1.0770
H  -1.2782  1.8408  0.9722
H  1.2504  4.3744  -1.0697
H  -2.2742  2.3810  -1.1896
H  2.3999  3.8422  -2.2959
H  -2.9603  -3.3834  2.4853
H  1.3343  -3.5202  3.0587
H  -1.2670  3.8335  -1.1638
H  2.2269  0.7768  -0.2750
H  -1.2699  2.7815  -2.5879

[3]
Here is a 2-piece molecular cluster, C4H10NOS overall from the Open Molecules 2025 dataset. Energies are from ωB97M-V/def2-TZVPD.

Calculated values
ΔE to the lowest compared entry with this formula, charge and spin: 325.61 kJ/mol
2S+1: 3
Total charge: +1
Molar mass: 120.2 g/mol
HOMO level (spin up / spin down): -11.02 / -14.57 eV

Element x y z (Å)
S  0.6687  -0.6048  1.3391
O  -2.4139  0.9552  -0.4054
N  -2.3424  0.0501  0.6141
C  1.0675  0.4071  -1.1963
C  1.6099  -0.2663  -0.0583
C  -3.3440  -0.4957  1.1854
C  3.0283  -0.4050  -0.0687
H  -3.2532  -1.1082  2.0375
H  1.3043  1.4539  -1.0812
H  1.5775  0.0615  -2.1762
H  -0.6678  -0.1105  0.7522
H  -4.3009  -0.1809  0.6486
H  3.4086  -1.3184  -0.4467
H  -3.2487  1.3513  -0.2119
H  -0.1425  0.4292  -1.2618
H  3.5118  0.3337  -0.6606
H  3.5368  -0.5522  0.9903

[4]
Here is C18H28CoN3O7Sb as an isolated structure from the Open Molecules 2025 dataset. Energies are from ωB97M-V/def2-TZVPD.

Calculated values
ΔE to the lowest compared entry with this formula, charge and spin: 0.00 kJ/mol
2S+1: 4
Molar mass: 579.1 g/mol
HOMO level (spin up / spin down): -8.16 / -8.62 eV

Element x y z (Å)
Sb  -0.2861  -1.9920  2.3087
Co  0.2997  -0.5470  0.1230
O  -2.0133  -0.4076  -0.0814
O  -0.2516  -1.7980  -1.5698
O  -0.2621  1.1271  -1.3405
O  0.0974  -1.8217  -3.7920
O  -0.2770  1.3100  1.2614
O  3.9495  1.1860  1.1324
O  1.9995  0.0690  1.3471
N  0.5861  3.3893  1.3590
N  -3.2141  -0.8475  -1.9540
N  1.9772  -0.6038  -1.1232
C  -1.4717  0.8645  -2.0271
C  0.0832  2.3382  0.6968
C  4.0455  -0.3880  -2.8678
C  2.8516  -0.9719  -3.2795
C  3.0980  -0.0255  -0.7164
C  1.8257  -1.0624  -2.3583
C  -1.9668  -1.1086  3.2538
C  -0.8478  -4.0216  2.5738
C  -2.2640  -0.2041  -1.2702
C  3.0356  0.4762  0.7242
C  0.0161  2.4070  -0.8320
C  1.0466  4.6041  0.7123
C  4.1781  0.1032  -1.5755
C  -3.3191  -0.7431  -3.4083
C  1.1056  -1.8651  3.8957
C  -3.8561  -2.0063  -1.3530
C  0.4419  -1.6272  -2.6280
C  0.9254  3.2512  2.7681
H  -3.3348  0.2955  -3.7328
H  -1.6849  -4.2675  1.9217
H  -2.4984  -1.2792  -3.8922
H  -2.0062  -1.4196  4.2977
H  2.0081  3.3230  2.8848
H  -3.4837  -2.9142  -1.8326
H  -4.9363  -1.9427  -1.4876
H  0.4412  4.0383  3.3483
H  -1.1401  -4.1715  3.6134
H  4.8728  -0.3104  -3.5628
H  1.9173  -2.5709  3.7220
H  1.5254  -0.8615  3.9130
H  -1.8908  -0.0252  3.1798
H  -2.8719  -1.4287  2.7390
H  5.0799  0.5810  -1.2200
H  -2.0778  1.7717  -2.1142
H  -0.7266  3.1406  -1.1571
H  2.6963  -1.3460  -4.2813
H  0.6724  5.4725  1.2555
H  0.9857  2.7207  -1.2274
H  0.6871  4.6755  -0.3091
H  0.6098  -2.1004  4.8373
H  -3.6198  -2.0383  -0.2955
H  -0.0137  -4.6789  2.3330
H  -4.2682  -1.1855  -3.7047
H  2.1386  4.6403  0.7016
H  0.6008  2.2786  3.1185
H  -1.2154  0.5183  -3.0277

[5]
Here is a 2-piece molecular cluster, C3H10N2O overall from the Open Molecules 2025 dataset. Energies are from ωB97M-V/def2-TZVPD.

Calculated values
ΔE to the lowest compared entry with this formula, charge and spin: 113.60 kJ/mol
2S+1: 1
Molar mass: 90.1 g/mol
HOMO level: -8.56 eV

Element x y z (Å)
O  1.2043  -1.0340  -1.7566
N  -1.1649  0.5065  0.9285
N  2.4339  -0.0328  -0.1513
C  1.7768  -0.0587  -1.3224
C  -1.4671  -0.8854  0.6628
C  -2.3089  1.3237  1.2646
H  -2.0731  2.3634  1.4912
H  2.2529  -0.8185  0.4527
H  -0.6034  0.8633  0.1724
H  -0.5412  -1.3588  0.3212
H  -2.1186  -1.0190  -0.2164
H  -1.8692  -1.3883  1.5400
H  -2.7576  1.0157  2.2164
H  2.7079  0.7937  0.3450
H  1.6578  0.9956  -1.6461
H  -3.0331  1.1979  0.4422

[6]
Here is an isolated ion of composition C5H9N2 and charge +1 from the Open Molecules 2025 dataset. Energies are from ωB97M-V/def2-TZVPD.

Calculated values
ΔE to the lowest compared entry with this formula, charge and spin: 713.13 kJ/mol
2S+1: 1
Total charge: +1
Molar mass: 97.1 g/mol
HOMO level: -15.15 eV

Element x y z (Å)
N  -2.1964  -1.3562  -1.4261
N  -1.8392  -0.4938  -0.6278
C  1.4981  0.7214  1.0458
C  -0.7245  -0.5285  0.1166
C  1.2245  1.3325  -0.3527
C  0.1502  0.2572  1.5395
C  -2.4899  -2.2113  -2.1432
H  2.1114  1.4762  -0.9620
H  0.0527  -0.4503  2.2867
H  -0.4022  1.1856  1.9787
H  -0.0637  -1.2690  -0.2611
H  1.8818  1.3626  1.7096
H  0.7394  2.3289  -0.2826
H  -2.6789  -2.9264  -2.8745
H  2.3240  -0.1054  1.0406
H  0.4128  0.6766  -0.7874

[7]
Here is a 2-piece molecular cluster, C5H9Cl overall from the Open Molecules 2025 dataset. Energies are from ωB97M-V/def2-TZVPD.

Calculated values
ΔE to the lowest compared entry with this formula, charge and spin: 327.93 kJ/mol
2S+1: 1
Molar mass: 104.6 g/mol
HOMO level: -8.83 eV

Element x y z (Å)
Cl  2.3446  -1.5913  0.6910
C  0.3274  0.2475  0.8031
C  -0.8747  -1.0069  -1.7334
C  1.3404  -0.3804  1.3724
C  0.2327  -0.0317  -1.3941
C  -0.5150  1.2909  1.4046
H  1.2707  -0.3264  2.4911
H  -0.5959  -1.9170  -1.2670
H  1.2298  -0.3947  -1.5110
H  0.1391  1.0833  -1.5517
H  -1.4845  1.2245  1.1755
H  -0.3260  1.2987  2.4754
H  -1.8542  -0.5973  -1.3556
H  -0.1735  2.3057  1.2271
H  -1.0611  -1.2049  -2.8274

[8]
Here is one molecule with the formula C4H5F4NO from the Open Molecules 2025 dataset. Energies are from ωB97M-V/def2-TZVPD.

Calculated values
ΔE to the lowest compared entry with this formula, charge and spin: 0.00 kJ/mol
2S+1: 1
Molar mass: 159.1 g/mol
HOMO level (spin up / spin down): -9.17 / -10.01 eV

Element x y z (Å)
F  -3.2472  -1.1769  -3.4656
F  -4.3988  0.6871  -1.7926
F  -3.9821  -0.5716  -0.0818
F  -2.7752  -2.4095  -1.8227
O  -2.2882  0.3739  -1.2054
N  -1.7450  0.5950  -0.0169
C  -0.3394  0.7728  -0.0997
C  -3.5508  -0.2282  -1.2596
C  0.4104  -0.3374  0.5268
C  -3.5614  -1.4040  -2.2103
H  1.4921  0.0007  0.7658
H  -0.1381  1.7903  0.5133
H  0.5695  -1.0630  -0.2996
H  -0.0496  0.9118  -1.2758
H  -0.0708  -0.5839  1.3931

The highest 2S+1 belongs to which entry? C18H28CoN3O7Sb